{"formula": "C5H11N", "method": "the ωB97M-V functional and the def2-TZVPD basis", "smiles": "CN1CCCC1", "lumo_energy_ha": 0.0413, "charge": 0, "total_energy_ev": -6851.309, "homo_ev": -8.508, "de_lowest_ev": 2.219, "elements": ["C", "N", "C", "C", "C", "C", "H", "H", "H", "H", "H", "H", "H", "H", "H", "H", "H"], "positions_angstrom": [[0.525, -0.615, -1.823], [0.090, 0.445, -0.778], [1.017, 0.725, 0.251], [0.539, -0.152, 1.397], [-1.093, -0.004, 1.293], [-1.200, -0.080, -0.248], [-0.113, -0.395, -2.666], [0.472, -1.727, -1.596], [1.683, -0.561, -2.090], [2.005, 0.242, 0.079], [1.156, 1.845, 0.484], [1.065, 0.046, 2.404], [0.659, -1.372, 1.187], [-1.282, 0.964, 1.734], [-1.529, -0.751, 1.866], [-1.307, -1.158, -0.588], [-2.170, 0.503, -0.587]], "nbo_charge": [-0.429, -0.456, -0.251, -0.392, -0.426, -0.230, 0.207, 0.177, 0.200, 0.208, 0.195, 0.215, 0.183, 0.199, 0.211, 0.188, 0.200]}